(1)
Below is C12H24AgN4NbOS as an isolated structure at a distorted geometry, with properties calculated with the ωB97M-V functional and the def2-TZVPD basis.

Results
energy relative to the best compared isomer or geometry (same formula, charge and spin): 0.000 eV
HOMO level: -0.57567 Eh
maximum force: 3.0 eV/A
net charge: +2

XYZ file:
```
44
C12H24AgN4NbOS the ωB97M-V functional and the def2-TZVPD basis
Ag 0.767 0.992 -2.229
Nb 0.160 -0.094 0.600
S -0.403 0.065 5.307
O 4.275 -1.146 1.631
N -0.645 -1.621 -0.423
N -0.323 0.011 2.514
N 2.071 -0.474 0.994
N -0.087 1.717 -0.293
C -1.160 -1.433 -1.793
C -1.712 -3.844 -0.398
C 0.117 3.743 -1.658
C -0.157 3.944 0.816
C 3.175 -0.827 1.363
C -1.586 1.635 -0.380
C -0.377 0.032 3.739
C 0.731 -3.570 -0.856
C -0.154 -3.165 1.431
C 1.966 3.022 -0.127
C -0.457 -3.037 -0.055
C 0.453 3.105 -0.296
H -1.915 1.683 -1.434
H -2.602 -3.416 0.077
H -2.044 2.452 0.189
H 0.023 -4.232 1.638
H 0.460 3.125 -2.518
H -0.964 3.883 -1.764
H -2.260 -1.402 -1.810
H 0.906 -4.618 -0.574
H -0.798 -2.246 -2.444
H 2.453 2.476 -0.953
H 0.544 -3.529 -1.937
H 0.637 4.708 -1.747
H 2.239 2.518 0.814
H 0.342 4.922 0.828
H -1.943 0.670 0.055
H -1.583 -4.866 -0.022
H -0.798 -0.490 -2.253
H -0.005 3.481 1.800
H 1.634 -2.986 -0.644
H 0.754 -2.611 1.712
H -1.223 4.134 0.657
H -1.887 -3.913 -1.479
H -1.002 -2.838 2.046
H 2.376 4.043 -0.123
```


(2)
Below is C25H40BO4Zn as an isolated structure at a distorted geometry, with properties calculated with the ωB97M-V functional and the def2-TZVPD basis.

Results
energy relative to the best compared isomer or geometry (same formula, charge and spin): 0.986 eV
HOMO level: -0.10690 Eh
maximum force: 3.2 eV/A
net charge: -1

XYZ file:
```
71
C25H40BO4Zn the ωB97M-V functional and the def2-TZVPD basis
Zn -0.028 0.571 1.319
O -2.773 -1.405 -3.548
O -0.460 2.041 3.942
O 0.856 3.332 2.529
O 0.580 -1.595 -3.146
C -4.124 -1.200 -3.107
C 1.184 -2.828 -3.605
C -0.413 -2.387 -2.467
C -0.427 5.148 3.346
C 2.162 1.405 0.651
C 0.998 -2.768 -5.121
C 0.120 -3.750 -2.859
C -0.884 3.520 5.744
C 0.986 1.684 -0.178
C 0.626 4.109 3.711
C 1.315 2.444 5.528
C -2.795 -2.475 -4.542
C 1.772 -2.059 1.111
C 2.519 -3.044 -2.960
C 0.382 -2.159 0.919
C 1.108 0.841 -1.349
C 2.323 0.131 -1.259
C 2.021 -1.324 2.301
C -0.280 -1.399 1.949
C -5.088 -1.856 -4.100
C -4.209 -2.625 -5.113
C 1.894 4.843 4.058
C 0.780 -0.881 2.829
C 0.149 3.060 4.747
C 2.946 0.437 -0.016
B 0.095 2.205 2.694
H -0.552 -4.403 -3.408
H -4.333 -0.133 -2.981
H -1.347 -2.103 -2.928
H 0.963 1.549 6.061
H -1.368 4.685 3.023
H 2.454 1.937 1.559
H 0.627 -0.473 3.833
H -0.452 -2.174 -1.410
H 2.992 -1.149 2.748
H -0.118 -2.818 0.212
H -5.684 -1.103 -4.610
H -2.535 -3.434 -4.051
H 1.383 -3.675 -5.601
H 1.450 -1.861 -5.549
H -4.242 -1.632 -2.110
H 0.400 0.818 -2.172
H 2.761 -0.485 -2.037
H 2.380 -3.597 -2.030
H -0.629 5.829 4.181
H -1.200 2.656 6.341
H -0.015 5.739 2.517
H -1.751 3.947 5.227
H -0.483 4.278 6.432
H -2.025 -2.301 -5.317
H 0.331 2.560 -0.114
H -4.259 -2.223 -6.127
H 1.722 5.482 4.936
H 2.168 5.487 3.212
H -0.075 -2.629 -5.353
H 3.145 -3.646 -3.606
H 2.724 4.164 4.279
H -1.335 -1.503 2.219
H 1.669 3.165 6.280
H 2.521 -2.519 0.476
H 2.171 2.163 4.892
H 3.882 0.001 0.344
H 3.059 -2.136 -2.693
H -5.737 -2.559 -3.584
H 0.499 -4.241 -1.973
H -4.492 -3.678 -5.124
```